No. 1
141
Properties=species:S:1:pos:R:3:mulliken_spin:R:1 method="wB97M-V/def2-TZVPD" charge=+1 multiplicity=2 homo_lumo_gap_ev="9.92 / 3.48"
C -0.733 0.644 4.916 0.00
O 0.692 0.572 5.151 0.00
H -1.185 1.588 5.219 0.00
H -0.917 0.520 3.849 0.00
H -1.215 -0.196 5.415 0.00
H 1.102 1.372 4.813 0.00
C 3.489 -3.205 0.554 0.00
O 3.124 -3.111 1.906 0.00
H 4.245 -2.459 0.311 0.00
H 3.910 -4.176 0.292 0.00
H 2.584 -2.978 -0.009 0.00
H 3.842 -3.473 2.430 0.00
C -3.160 5.584 3.477 0.00
O -3.761 5.120 4.701 0.00
H -2.378 6.334 3.601 0.00
H -2.664 4.757 2.969 0.00
H -3.904 6.014 2.806 0.00
H -3.892 5.864 5.293 0.00
C 0.121 5.115 -0.234 0.00
O -0.121 5.078 1.173 0.00
H 1.113 4.765 -0.517 0.00
H -0.578 4.412 -0.688 0.00
H -0.019 6.142 -0.572 0.00
H 0.355 5.783 1.618 0.00
C 3.942 0.593 -1.970 0.00
O 4.293 1.673 -1.124 0.00
H 4.010 0.997 -2.980 0.00
H 4.545 -0.312 -1.891 0.00
H 2.892 0.303 -1.943 0.00
H 4.356 1.368 -0.216 0.00
C 1.754 3.178 3.057 0.00
O 2.175 2.788 4.402 0.00
H 1.899 4.232 2.818 0.00
H 2.292 2.551 2.345 0.00
H 0.705 2.903 2.950 0.00
H 3.037 3.160 4.606 0.00
C -5.337 4.419 0.749 0.00
O -5.969 3.596 -0.202 0.00
H -4.281 4.176 0.868 0.00
H -5.304 5.487 0.534 0.00
H -5.811 4.412 1.730 0.00
H -5.650 3.827 -1.077 0.00
C 2.771 -4.745 -3.023 0.00
O 1.345 -4.723 -3.061 0.00
H 3.148 -5.211 -2.112 0.00
H 3.154 -5.221 -3.926 0.00
H 3.089 -3.704 -2.971 0.00
H 1.024 -5.619 -2.936 0.00
C 2.103 -0.402 -5.291 0.00
O 0.738 -0.263 -5.017 0.00
H 2.675 -0.359 -4.363 0.00
H 2.254 -1.397 -5.710 0.00
H 2.338 0.316 -6.077 0.00
H 0.569 0.616 -4.670 0.00
C -3.753 3.747 -2.593 0.00
O -5.059 4.307 -2.654 0.00
H -3.433 3.346 -1.632 0.00
H -3.655 3.000 -3.381 0.00
H -3.020 4.542 -2.727 0.00
H -5.221 4.498 -3.581 0.00
C -2.143 -4.451 -4.691 0.00
O -3.411 -4.481 -4.112 0.05
H -1.950 -3.468 -5.119 0.00
H -1.437 -4.642 -3.882 0.01
H -1.982 -5.298 -5.359 0.00
H -3.415 -3.686 -3.574 0.00
C 0.868 3.405 -3.684 0.00
O 0.376 2.182 -4.059 0.00
H -0.018 4.030 -3.570 0.00
H 1.257 3.386 -2.666 0.00
H 1.640 3.830 -4.325 0.00
H -0.127 1.906 -3.289 0.00
C -2.441 -0.274 -4.257 0.06
O -3.833 -0.677 -4.297 0.72
H -2.212 0.377 -5.101 0.01
H -2.295 0.360 -3.382 0.10
H -1.713 -1.071 -4.105 0.03
H -4.025 -1.337 -3.627 -0.01
C -0.581 -4.494 0.592 0.00
O -1.354 -4.847 1.689 0.00
H -0.938 -3.563 0.151 0.00
H 0.452 -4.293 0.876 0.00
H -0.555 -5.225 -0.215 0.00
H -0.938 -4.447 2.457 0.00
C 0.441 -3.110 3.842 0.00
O -0.768 -3.738 4.205 0.00
H 0.570 -2.923 2.776 0.00
H 0.389 -2.102 4.255 0.00
H 1.271 -3.641 4.307 0.00
H -0.564 -4.433 4.835 0.00
C -1.727 2.141 1.108 0.00
O -1.729 0.848 0.519 0.00
P -0.645 0.532 -0.688 -0.01
O -0.752 1.430 -1.864 0.03
O -0.874 -1.062 -1.054 -0.01
C 0.086 -1.655 -1.900 0.00
O 0.823 0.614 0.041 0.00
C 1.062 -0.333 1.104 0.00
H -1.633 2.066 2.192 0.00
H -2.718 2.574 0.973 0.00
H -0.860 2.741 0.829 0.00
H 0.637 -1.053 -2.622 0.00
H -0.420 -2.400 -2.513 0.00
H 0.841 -2.228 -1.363 0.00
H 2.069 -0.727 0.969 0.00
H 0.344 -1.146 1.213 0.00
H 1.059 0.192 2.059 0.00
C -3.993 -4.982 -0.450 0.00
O -4.866 -3.859 -0.430 0.00
P -4.375 -2.420 -0.966 0.00
O -3.909 -2.393 -2.371 0.00
O -5.606 -1.484 -0.540 0.00
C -5.689 -0.081 -0.843 0.01
O -3.210 -1.985 0.067 0.00
C -3.437 -1.936 1.445 0.00
H -4.512 -5.830 -0.897 0.00
H -3.848 -5.326 0.574 0.00
H -3.042 -4.884 -0.973 0.00
H -6.491 0.181 -1.534 0.00
H -4.767 0.191 -1.356 -0.01
H -5.676 0.543 0.050 0.00
H -4.409 -2.301 1.776 0.00
H -3.370 -0.910 1.807 0.00
H -2.611 -2.503 1.876 0.00
C 7.651 1.405 3.135 0.00
O 6.408 1.514 2.467 0.00
P 5.513 0.138 2.188 0.00
O 4.323 0.385 1.320 0.00
O 6.627 -0.951 1.550 0.00
C 6.975 -0.939 0.171 0.00
O 5.206 -0.453 3.669 0.00
C 3.956 -0.198 4.320 0.00
H 8.358 1.937 2.499 0.00
H 8.055 0.426 3.391 0.00
H 7.640 2.064 4.004 0.00
H 8.044 -0.725 0.149 0.00
H 6.541 -0.155 -0.450 0.00
H 6.874 -1.921 -0.291 0.00
H 3.631 -1.162 4.711 0.00
H 4.015 0.447 5.197 0.00
H 3.200 0.214 3.652 0.00

***

No. 2
14
Properties=species:S:1:pos:R:3:nbo_charge:R:1 method="wB97M-V/def2-TZVPD" e_above_lowest_kcal_mol=76.0 multiplicity=1 smiles=C#CCCOC homo_lumo_gap_ev=10.81
C -2.711 -0.925 1.472 -0.25
C -1.567 -0.748 1.146 -0.02
C -0.083 -0.432 0.999 -0.48
C 0.209 0.086 -0.448 -0.03
O 1.499 0.304 -0.645 -0.55
C 1.839 1.213 -1.752 -0.24
H -3.772 -1.130 1.590 0.24
H 0.390 -1.429 1.079 0.24
H 0.271 0.407 1.644 0.24
H -0.466 0.964 -0.575 0.15
H -0.224 -0.686 -1.194 0.14
H 2.880 1.119 -1.859 0.20
H 1.323 0.897 -2.685 0.18
H 1.478 2.262 -1.349 0.18

***

No. 3
116
Properties=species:S:1:pos:R:3:mulliken_charge:R:1 method="wB97M-V/def2-TZVPD" e_above_lowest_kcal_mol=2.5 charge=-2 multiplicity=1 homo_lumo_gap_ev=6.05
Ca 0.699 -0.480 1.982 1.13
O -1.498 -0.323 5.648 -0.80
C -1.777 -0.493 4.462 -0.30
O -0.988 -0.669 3.494 -0.62
C -3.269 -0.448 4.087 0.47
C -4.171 -0.589 5.143 -0.76
C -5.537 -0.579 4.937 -0.47
C -6.033 -0.402 3.651 -0.87
C -5.151 -0.243 2.599 -0.12
C -3.764 -0.276 2.786 0.12
P -2.680 0.005 1.297 1.55
C -3.400 -1.257 0.152 0.48
C -2.701 -2.463 0.080 -0.73
C -3.170 -3.511 -0.703 -0.49
C -4.325 -3.357 -1.454 -0.54
C -5.012 -2.150 -1.418 -0.73
C -4.555 -1.112 -0.619 0.03
C -3.432 1.570 0.695 0.34
C -3.450 1.884 -0.663 -0.29
C -3.846 3.139 -1.101 -0.72
C -4.217 4.113 -0.186 -0.70
C -4.182 3.822 1.171 -0.69
C -3.794 2.564 1.606 -0.84
H -3.746 -0.703 6.131 0.50
H -6.216 -0.701 5.774 0.37
H -7.102 -0.380 3.469 0.41
H -5.548 -0.082 1.606 0.20
H -1.779 -2.593 0.640 0.10
H -2.613 -4.438 -0.731 0.54
H -4.683 -4.168 -2.078 0.35
H -5.905 -2.014 -2.017 0.36
H -5.096 -0.174 -0.613 0.28
H -3.133 1.142 -1.387 0.38
H -3.839 3.363 -2.161 0.30
H -4.511 5.099 -0.527 0.38
H -4.446 4.582 1.897 0.39
H -3.763 2.352 2.669 0.44
O 4.406 -0.939 1.918 -0.78
C 3.480 -1.570 1.390 -0.28
O 2.520 -1.058 0.719 0.98
C 3.504 -3.088 1.450 -0.17
C 4.763 -3.675 1.326 -0.54
C 4.934 -5.045 1.223 -0.68
C 3.802 -5.855 1.263 -0.52
C 2.551 -5.292 1.426 -0.82
C 2.348 -3.900 1.537 1.20
S 0.708 -3.358 1.855 -0.49
H 5.616 -3.007 1.296 0.39
H 5.923 -5.472 1.107 0.36
H 3.896 -6.933 1.178 0.34
H 1.673 -5.924 1.486 0.40
O -0.503 3.289 -0.413 0.79
C 0.106 4.296 0.236 -0.21
C -0.052 5.594 -0.256 -0.91
C 0.566 6.659 0.372 -0.36
C 1.355 6.451 1.500 -0.83
C 1.510 5.165 1.990 -0.35
C 0.895 4.076 1.377 0.24
C 1.054 2.688 1.902 0.37
O 0.489 1.742 1.229 0.51
N 1.756 2.537 2.993 -0.74
N 1.746 1.214 3.418 0.11
C 2.698 0.867 4.181 0.02
S 2.681 -0.735 4.891 -0.04
C 4.364 -0.658 5.551 -0.58
C 5.144 0.356 4.735 -0.47
S 4.120 1.853 4.553 -0.18
H -0.242 2.462 0.094 -0.37
H -0.668 5.732 -1.137 0.39
H 0.435 7.660 -0.024 0.39
H 1.842 7.284 1.991 0.37
H 2.115 4.966 2.865 0.51
H 4.797 -1.655 5.463 0.36
H 4.319 -0.371 6.602 0.37
H 5.337 -0.033 3.735 0.13
H 6.077 0.639 5.226 0.42
C -1.593 2.044 -3.717 -0.47
Si -0.980 0.268 -3.907 0.63
C -0.211 0.211 -5.631 -1.12
C -2.448 -0.911 -3.892 -0.63
Sb 0.472 -0.351 -1.905 -1.30
Si 1.311 -2.642 -2.701 0.60
C 3.061 -2.926 -2.130 -0.44
C 1.260 -2.855 -4.576 -1.23
C 0.185 -3.932 -1.953 -0.58
Si 2.485 1.104 -2.526 0.62
C 3.456 0.426 -3.995 -0.98
C 1.843 2.798 -3.026 -0.54
C 3.638 1.300 -1.077 -0.59
H -2.620 2.138 -4.086 0.43
H -0.965 2.720 -4.303 0.46
H -1.559 2.392 -2.684 -0.41
H -0.950 0.512 -6.381 0.41
H 0.158 -0.781 -5.891 0.28
H 0.628 0.910 -5.691 0.22
H -3.185 -0.638 -4.655 0.46
H -2.947 -0.913 -2.918 -0.26
H -2.118 -1.935 -4.087 0.28
H 3.768 -2.242 -2.603 0.19
H 3.371 -3.953 -2.349 0.44
H 3.112 -2.775 -1.052 -0.40
H 1.840 -2.080 -5.083 0.30
H 0.235 -2.822 -4.955 0.27
H 1.685 -3.829 -4.841 0.45
H 0.248 -3.882 -0.860 0.05
H 0.485 -4.935 -2.272 0.46
H -0.854 -3.768 -2.251 0.02
H 2.842 0.374 -4.897 0.17
H 3.836 -0.577 -3.787 0.23
H 4.313 1.076 -4.199 0.37
H 1.224 2.749 -3.926 0.17
H 2.683 3.471 -3.227 0.42
H 1.236 3.231 -2.227 -0.14
H 4.091 0.352 -0.784 0.05
H 3.102 1.661 -0.197 -0.07
H 4.429 2.014 -1.328 0.44

***

No. 4
13
Properties=species:S:1:pos:R:3:nbo_charge:R:1 method="wB97M-V/def2-TZVPD" e_above_lowest_kcal_mol=145.8 multiplicity=1 homo_lumo_gap_ev=9.64
C 2.037 0.097 -0.163 -0.64
C 0.470 -0.465 -0.057 0.25
C 0.253 0.861 -0.083 -0.21
C -2.965 0.993 0.137 -0.26
C -2.619 -0.159 0.073 -0.23
N 0.113 -1.673 -0.141 -0.72
H 2.525 -0.515 0.601 0.23
H 2.354 -0.165 -1.172 0.24
H 2.309 1.140 0.011 0.28
H 0.239 1.374 0.882 0.20
H -3.283 2.011 0.180 0.24
H -2.240 -1.160 0.005 0.26
H 0.894 -2.320 -0.211 0.36

***

No. 5
14
Properties=species:S:1:pos:R:3:nbo_charge:R:1 method="wB97M-V/def2-TZVPD" e_above_lowest_kcal_mol=73.3 multiplicity=1 smiles="COC=O.C=C" homo_lumo_gap_ev=10.44
C -2.198 -0.073 0.229 -0.29
O -0.855 0.217 -0.284 -0.55
C -0.285 -0.899 0.212 0.67
O 0.236 -0.971 1.288 -0.56
H -2.372 -1.081 0.665 0.20
H -2.827 0.030 -0.640 0.20
H -2.353 0.643 1.030 0.21
H -0.488 -1.749 -0.457 0.11
C 1.552 1.155 -0.648 -0.39
C 2.189 0.163 -0.039 -0.40
H 1.449 1.189 -1.729 0.19
H 1.095 1.971 -0.094 0.20
H 2.290 0.116 1.041 0.21
H 2.572 -0.695 -0.589 0.19

***

No. 6
36
Properties=species:S:1:pos:R:3:nbo_charge:R:1 method="wB97M-V/def2-TZVPD" e_above_lowest_kcal_mol=27.9 charge=+1 multiplicity=1 homo_lumo_gap_ev="7.48 / 7.48"
C -0.838 2.807 0.472 -0.42
N -0.068 1.598 0.065 -0.64
C -0.394 0.907 -1.163 0.25
C -1.874 0.579 -1.323 -0.63
C 0.687 -0.211 -1.143 0.23
C 0.885 -1.194 -0.170 -0.15
N 0.149 -1.745 0.974 -0.28
C -1.256 -2.170 0.787 -0.44
C 0.791 -2.048 2.095 0.47
C 0.420 -3.165 3.055 -0.69
C 2.059 -1.378 2.339 -0.70
N 1.589 -0.130 -2.109 -0.52
C 1.283 0.921 -2.775 0.34
N 0.088 1.569 -2.429 -0.43
C -0.361 2.833 -2.932 -0.41
H -1.946 2.769 0.191 0.20
H -0.824 2.900 1.492 0.21
H -0.511 3.739 -0.016 0.19
H 1.003 1.754 0.009 0.38
H -2.125 1.142 -2.226 0.23
H -2.330 1.023 -0.478 0.23
H -1.926 -0.540 -1.363 0.23
H 1.863 -1.642 -0.199 0.22
H -1.599 -2.289 -0.234 0.25
H -1.412 -3.222 1.159 0.23
H -1.861 -1.660 1.509 0.23
H 0.872 -2.896 4.056 0.25
H 0.948 -3.990 2.606 0.27
H -0.623 -3.251 3.314 0.25
H 1.903 -0.366 2.160 0.26
H 2.854 -1.778 1.707 0.27
H 2.359 -1.464 3.411 0.25
H 1.937 1.351 -3.613 0.22
H -1.046 3.309 -2.145 0.22
H 0.410 3.328 -3.352 0.22
H -1.106 2.611 -3.732 0.20

***

No. 7
16
Properties=species:S:1:pos:R:3:nbo_charge:R:1 method="wB97M-V/def2-TZVPD" e_above_lowest_kcal_mol=0.0 charge=-1 multiplicity=1 homo_lumo_gap_ev=8.26
C 1.759 0.988 -1.225 -0.62
C 0.567 1.916 -0.996 -0.52
S 0.363 2.458 0.717 -0.21
H 1.552 0.014 -0.772 0.24
H 2.646 1.387 -0.744 0.19
H 1.934 0.843 -2.296 0.18
H -0.348 1.410 -1.303 0.24
H 0.669 2.814 -1.600 0.18
O -0.618 -1.085 -0.511 -0.77
C -1.059 -1.104 0.649 0.77
O -1.310 -0.123 1.395 -0.79
C -1.401 -2.472 1.265 -0.73
H -0.313 1.325 1.133 0.23
H -0.680 -2.687 2.043 0.20
H -1.358 -3.266 0.528 0.19
H -2.399 -2.418 1.716 0.20

***

No. 8
5
Properties=species:S:1:pos:R:3:nbo_charge:R:1 method="wB97M-V/def2-TZVPD" e_above_lowest_kcal_mol=27.2 multiplicity=1 smiles=BO homo_lumo_gap_ev=11.32
B -0.063 0.101 -0.491 0.61
O -0.004 -0.683 0.565 -0.85
H -0.235 1.175 -0.416 -0.13
H 0.456 -0.352 -1.332 -0.12
H -0.155 -0.241 1.674 0.50